A structure of composition C11H19CaNO3. Source: OMol25; level of theory: the ωB97M-V functional and the def2-TZVPD basis.

Each line ends with the Löwdin charge.
Cartesian coordinates (Å):
Ca -0.386 0.060 0.309  1.647
C -1.505 2.678 -1.735  -0.022
O -0.459 1.981 -1.013  -0.365
C 0.871 2.249 -1.520  -0.149
C 1.382 1.020 -2.223  -0.133
O 1.332 -0.045 -1.251  -0.292
C 1.527 -1.371 -1.784  -0.130
C 0.194 -1.960 -2.175  -0.151
O -0.692 -1.818 -1.041  -0.366
C -1.836 -2.702 -1.140  -0.027
H -1.370 3.751 -1.619  0.111
H -1.479 2.400 -2.788  0.108
H -2.455 2.382 -1.298  0.100
H 0.851 3.112 -2.185  0.149
H 1.505 2.492 -0.665  0.144
H 0.750 0.764 -3.078  0.144
H 2.412 1.154 -2.560  0.155
H 2.216 -1.336 -2.628  0.153
H 1.991 -1.952 -0.987  0.146
H -0.255 -1.448 -3.030  0.143
H 0.305 -3.018 -2.420  0.150
H -1.497 -3.737 -1.122  0.110
H -2.474 -2.514 -0.279  0.099
H -2.383 -2.497 -2.059  0.110
C -0.018 -0.054 5.466  -0.005
C -0.010 -1.232 4.734  -0.020
C -0.113 -1.157 3.360  -0.135
N -0.220 0.007 2.695  -0.136
C -0.225 1.141 3.418  -0.133
C -0.127 1.155 4.795  -0.020
H 0.061 -0.077 6.545  0.131
H 0.074 -2.196 5.216  0.126
H -0.108 -2.064 2.765  0.114
H -0.312 2.073 2.870  0.115
H -0.137 2.096 5.326  0.126

Orbital gap: 9.8 eV
Net charge: +2
LUMO: -0.237 Ha
Energy above the lowest of the compared OMol25 structures with the same formula, charge and spin: 4.0 kJ/mol